Entry 1:
Computed, not measured: a molecular structure, C34H32BrN3PdSeTe, with wB97M-V/def2-TZVPD.

The relative energy (zero: lowest compared OMol25 entry of this formula, charge and spin) is 53.9 kcal/mol. Its HOMO-LUMO gap is 0.1701 hartree. The largest force on an atom comes out at 0.5 eV/Å. Its spin multiplicity is 1. The total charge is -2.

Element x y z (Å)
C  -5.0974  -2.2977  1.7336
C  -1.3486  3.1820  2.3241
H  -5.1206  -1.2605  -1.4918
C  -2.4061  1.1292  -3.2159
H  -0.0480  -3.5194  0.5273
H  4.6598  -1.4785  -0.1762
C  2.0175  -2.9424  2.3143
H  0.1652  -2.1698  4.0161
N  2.9143  -1.4919  0.9432
Se  2.4958  1.4079  2.8248
H  3.8038  -3.4478  1.1175
H  0.2645  -0.4576  3.5263
C  -3.7896  -5.1482  -1.2033
C  -4.1955  2.2285  -4.4126
H  -0.7716  -1.6000  2.6106
H  -6.4168  -2.6135  0.0710
C  0.1578  -1.4838  3.1685
H  1.7356  -3.7913  2.9115
H  -6.0991  2.1990  -3.4188
C  -4.7898  -1.3380  -0.4644
C  3.7841  -0.8487  -0.0157
C  0.9704  4.0342  1.1763
Pd  1.1320  0.8137  0.8958
N  0.3076  3.0735  0.5748
H  -5.3006  0.9742  -1.4688
Te  0.3650  -2.1939  -1.7575
C  -1.0679  -4.8487  -1.8148
C  -0.6047  4.1825  2.9355
C  3.0302  -2.7747  1.4396
C  0.5710  4.6368  2.3537
H  -2.1644  2.0871  -5.1036
H  -1.4315  -6.2984  -3.3529
H  0.6823  -4.8721  -3.0843
H  -1.3681  0.8272  -3.1533
C  -5.5175  -2.1172  0.4218
C  -3.2170  -5.8874  -2.2291
C  -0.1431  -0.0503  -0.5714
H  -2.2750  -0.4168  1.5866
H  3.2505  -0.7106  -0.9567
C  -0.8393  2.6615  1.1430
N  1.2985  -1.7646  2.3295
C  -2.7461  0.0640  -0.9953
C  -2.6088  2.6208  2.9155
H  -3.5654  -1.7954  3.1597
H  1.0196  -4.8454  -1.3269
C  -3.9206  -1.6744  2.1411
H  -1.3734  1.8912  0.5968
C  -3.0104  -4.2474  -0.4830
H  -4.5499  2.7809  -5.2752
C  -1.3800  0.0359  -0.7550
H  -1.3442  -2.2978  0.3733
Br  2.5758  4.6262  0.3483
C  0.3370  -4.5115  -2.1135
H  -2.3800  1.9850  3.7745
C  -2.8619  1.8391  -4.3101
C  -1.8684  -5.7339  -2.5348
H  -3.4618  -3.6236  0.2827
C  -1.6611  -4.0990  -0.7770
H  -3.2779  3.4150  3.2517
C  -0.7912  -3.0761  -0.1417
H  -3.8260  -6.5760  -2.8058
C  -4.6076  1.1865  -2.2726
H  -0.9396  4.6073  3.8758
C  -5.0578  1.8941  -3.3761
H  -4.8461  -5.2476  -0.9810
H  -5.6666  -2.9149  2.4189
H  4.0825  0.1180  0.3919
H  -3.1399  2.0104  2.1844
C  -3.5958  -0.7004  -0.0787
H  1.1791  5.4046  2.8080
C  1.8678  -0.8523  1.5080
C  -3.1933  -0.8940  1.2611
C  -3.2646  0.7719  -2.1542

***

Entry 2:
Computed, not measured: a molecular structure, C34H32N5NaP2S, with wB97M-V/def2-TZVPD.

The relative energy (zero: lowest compared OMol25 entry of this formula, charge and spin) is 0.0 kcal/mol. Its HOMO-LUMO gap is 0.2542 hartree. The largest force on an atom comes out at 0.5 eV/Å. Its spin multiplicity is 1. The total charge is 0.

Element x y z (Å)
H  4.6653  -1.6343  1.8383
C  1.2107  -1.8849  0.1294
H  -3.8706  -0.9358  0.5681
H  1.7311  3.5222  6.6990
C  1.3575  -2.2121  1.4768
C  2.3300  -1.4989  -0.6052
C  1.4728  1.1029  -3.6248
H  0.4835  -2.4905  2.0585
C  2.7595  1.3428  -4.0772
C  0.3940  -5.6131  -2.1546
H  5.5215  0.7827  4.1177
H  3.0208  1.1228  -5.1049
H  4.1076  2.5687  -1.2178
H  4.7192  2.0580  -3.5636
C  -5.3099  1.0952  2.8601
C  -1.5935  -3.6938  -2.3678
H  -7.2729  0.7410  3.3629
C  2.2142  2.5618  6.8803
C  4.1165  1.6453  5.4950
H  -6.5240  1.9951  4.2533
H  4.8048  1.7329  6.3246
Na  -0.6809  0.2856  1.1139
H  2.7029  -2.3686  3.1409
H  -6.0597  -0.5213  1.6343
C  -2.5330  0.5601  -3.6002
H  -4.1793  2.6250  3.8881
C  -2.9837  1.5216  2.4994
H  -2.1826  4.1423  -4.9885
C  -3.3548  0.9878  -4.6370
H  1.4507  1.8788  7.2563
C  2.4203  1.4645  3.3939
H  -4.0920  0.3128  -5.0531
H  2.2324  -1.2174  -1.6484
C  -1.4619  2.7088  -3.5706
C  -3.9778  -0.1486  1.3080
S  1.3509  1.4234  2.0303
N  -2.8715  0.5499  1.5817
C  1.1235  1.3845  -2.3001
C  2.7863  2.0309  5.5963
P  -0.4794  -1.9123  -0.5503
C  2.0775  1.9214  -1.4429
C  -0.5120  -3.4719  -1.5115
C  -5.1989  0.0793  1.9031
H  -0.7158  3.3810  -3.1608
P  -0.5247  0.9105  -1.6464
H  -2.3778  -2.9486  -2.4436
H  0.7304  0.7088  -4.3116
C  3.7115  1.8744  -3.2103
H  -3.8690  2.6060  -5.9492
C  3.7036  -1.7368  1.3529
H  1.8346  2.1104  -0.4033
N  -6.5029  1.3752  3.4652
H  -2.6281  -0.4460  -3.2111
H  1.3185  -4.2850  -0.7423
C  -1.6706  -4.8550  -3.1202
H  2.9842  2.6837  7.6418
H  4.4273  -1.0777  -0.5578
C  0.4784  -4.4434  -1.4071
C  -1.5727  1.4124  -3.0654
C  3.5696  -1.4200  0.0074
C  4.5039  1.1334  4.2706
C  -2.2839  3.1364  -4.6010
H  -2.0757  2.0783  2.7206
N  1.9498  1.9388  4.5687
H  0.0411  -1.1079  -2.6824
C  2.6021  -2.1484  2.0859
C  -4.1557  1.8280  3.1548
N  -0.4821  -0.8037  -1.8661
H  1.1718  -6.3612  -2.0661
H  -2.5103  -5.0140  -3.7848
C  -0.6732  -5.8178  -3.0145
H  -0.7292  -6.7251  -3.6033
N  3.6913  1.0287  3.2278
C  -3.2312  2.2742  -5.1395
C  3.3697  2.1654  -1.9002

***

Entry 3:
Computed, not measured: a molecular structure, C34H32N5O8SW, with wB97M-V/def2-TZVPD.

Its HOMO-LUMO gap (alpha / beta) is 0.2208 / 0.2211 hartree. The largest force on an atom comes out at 3.1 eV/Å. Its spin multiplicity is 1. The total charge is -1.

Element x y z (Å)
C  0.5594  1.7503  -3.0800
C  0.3397  4.5479  0.0539
C  -0.8408  1.7998  1.4061
C  -5.1221  -2.0496  -0.2440
C  2.3232  -0.4647  3.0292
N  -1.7129  1.0217  -2.3627
H  -3.6688  0.9202  0.1602
O  2.1045  -0.9496  -0.5718
H  -0.4551  -5.8035  2.4739
N  -0.3582  0.8305  -2.4374
C  1.9431  -0.5024  1.6953
C  0.7383  0.2376  -4.9455
H  4.4895  0.4740  0.5427
H  -1.4026  -3.6549  3.2773
C  0.9908  1.5008  -4.3400
O  -1.4347  3.5298  -2.1189
H  -1.0852  -0.9952  2.8642
H  -4.9296  -0.7123  1.4532
H  -3.5180  -2.5729  -1.6594
H  -0.3858  3.7964  -0.2443
N  -0.4669  -1.5562  -0.6682
H  0.5983  5.1081  -0.8458
H  3.0948  -1.1379  3.3655
O  -1.2690  -2.5391  -2.6088
H  -6.1587  -0.1875  0.2841
C  0.1624  -3.8705  -0.2445
H  1.4798  -3.0135  -1.6813
H  -0.1271  5.2157  0.7733
C  0.1418  -4.9742  0.5937
N  1.4854  2.0690  -0.9864
H  3.7635  4.4264  3.1597
C  -3.6449  -2.1732  -0.6489
H  1.6466  -4.7678  -1.4791
N  0.9578  0.3004  1.2046
H  2.0166  0.5172  4.9171
C  1.5652  3.9229  0.6277
H  -5.4233  -2.8423  0.4393
C  -4.0945  0.0753  -0.3828
H  -4.4801  0.4316  -1.3497
C  0.0659  -0.5198  -2.7289
H  -3.0925  -2.8187  0.0439
C  2.1461  2.7772  0.0568
H  4.8671  2.5214  2.0528
O  3.3863  -2.1905  0.8001
H  -1.6603  -0.5800  1.2221
H  0.6275  -5.8840  0.2694
H  -5.7596  -2.0954  -1.1269
H  3.5705  0.7623  -0.9514
W  0.4683  0.2543  -0.6952
S  -2.3617  2.3990  -1.9829
H  0.9658  0.0690  -5.9864
C  2.1643  4.5017  1.7370
C  1.7102  0.4539  3.8837
C  2.5513  -1.3180  0.6104
C  4.1551  1.2367  -0.1603
C  -0.4489  -4.9253  1.8423
C  -1.0190  -2.6111  1.4596
C  0.7033  1.2754  3.3950
C  3.3733  2.3081  0.5447
C  -0.9941  -3.7323  2.2783
H  1.6297  2.2270  -4.8202
C  1.2719  2.7101  -2.1671
H  0.3137  -1.8017  -4.4424
C  -5.1858  -0.6613  0.3935
H  0.2692  -4.0956  -2.3735
C  3.3210  3.9791  2.2810
H  1.7078  5.3807  2.1710
C  3.9310  2.9025  1.6689
H  -2.6642  -1.5357  2.3109
C  0.3220  1.1598  2.0603
C  -0.6832  -1.6550  -2.0008
O  -1.6580  2.5016  1.9885
C  -1.6373  -1.3510  1.9930
C  0.9351  -3.9468  -1.5238
O  -3.0701  -0.8711  -0.5857
O  1.7363  3.7789  -2.5255
H  0.2026  1.9998  4.0156
O  -0.9193  1.4604  0.1310
C  -0.4765  -2.6827  0.1653
C  0.3723  -0.7728  -4.1097
H  5.0414  1.6823  -0.6147

***

Entry 4:
Computed, not measured: a molecular structure, C34H33BCrO5S2, with wB97M-V/def2-TZVPD.

As for the expectation value of S²: 3.795. The relative energy (zero: lowest compared OMol25 entry of this formula, charge and spin) is 38.4 kcal/mol. Its HOMO-LUMO gap (alpha / beta) is 0.2292 / 0.1391 hartree. The largest force on an atom comes out at 5.7 eV/Å. Its spin multiplicity is 4. The total charge is +3.

Element x y z (Å)
H  -4.4361  2.4901  -0.0079
H  5.8189  4.6415  3.8497
C  -1.0961  3.6344  2.6079
H  -0.0540  1.9392  -3.6057
S  -1.6898  0.0853  4.2956
C  6.5492  1.7897  3.8154
C  -3.5291  3.0748  -0.1690
C  2.5383  5.6117  -3.3657
H  1.5642  -2.7328  4.4109
S  -2.2777  1.4642  1.7590
H  -3.7843  4.1327  -0.2784
C  -2.6208  2.9308  0.9897
C  0.7107  -1.9684  2.5841
C  -0.7499  2.1820  2.6415
C  3.9148  3.3725  1.2650
O  4.8778  -0.4605  1.7807
O  1.8950  2.3779  -1.7436
C  5.5601  4.2843  2.8457
H  -2.4499  -1.4043  6.6814
C  -2.0089  4.0095  1.6487
H  1.0312  6.2630  -1.1471
C  5.2217  0.6478  1.8761
O  2.9144  4.4736  -1.3684
C  4.2989  3.6688  2.5842
H  -0.2069  3.6412  -4.0414
C  -1.1275  0.0460  5.9215
H  -0.6491  3.1038  -2.3980
H  0.0085  1.3733  7.2271
C  -0.8325  1.5403  4.0015
O  8.5371  0.9145  1.3780
H  7.4650  4.9251  1.9657
H  2.8360  -0.6255  4.9255
C  1.6090  2.6786  1.6571
H  2.4202  1.3871  3.5260
C  -1.4031  -1.0978  6.8132
H  -1.2177  -0.7818  7.8445
H  -2.2660  5.0404  1.3659
C  0.3796  1.8080  1.8234
H  -0.0649  5.6482  -2.4168
C  0.4179  -0.7982  1.8666
H  0.2965  -2.9298  2.2567
H  2.0083  1.7572  -4.3623
C  7.5896  1.5604  1.5921
C  0.9277  0.4262  2.3196
H  3.3664  5.1064  -3.8763
O  6.9799  1.2741  4.7662
Cr  5.9550  2.3673  2.0918
C  0.6892  5.3589  -1.6706
H  -3.0480  2.7415  -1.0953
H  0.2220  4.6920  -0.9271
H  0.2973  3.0088  5.1187
C  0.0622  2.9608  -3.2209
C  1.4866  -1.8759  3.7381
C  4.9825  3.2047  0.3573
C  1.5158  3.2119  -2.8598
C  1.8865  4.6840  -2.3659
C  -0.4012  1.1779  6.2428
H  -0.5145  4.3100  3.2263
C  2.2853  2.7839  -4.0948
C  6.5007  4.4191  1.8063
C  6.2221  3.8366  0.5630
H  3.3673  2.8354  -3.9636
C  2.1509  -0.6904  4.0766
H  -0.1796  -0.8489  0.9542
H  1.9770  3.4333  -4.9222
H  0.0527  1.7069  0.7780
H  3.6076  3.5342  3.4203
H  6.9311  3.8585  -0.2670
H  -0.7470  -1.9440  6.5591
C  2.5421  3.0209  0.7631
H  4.8199  2.6478  -0.5716
H  2.9559  6.4686  -2.8228
H  1.8037  5.9647  -4.0960
C  1.8970  0.4518  3.3204
C  -0.2394  2.0591  5.1312
B  2.6174  3.2199  -0.9106

***

Entry 5:
Computed, not measured: a molecular structure, C34H33BrFN3PRuSSi, with wB97M-V/def2-TZVPD.

As for the expectation value of S²: 6.061. The relative energy (zero: lowest compared OMol25 entry of this formula, charge and spin) is 24.0 kcal/mol. Its HOMO-LUMO gap (alpha / beta) is 0.3128 / 0.2114 hartree. The largest force on an atom comes out at 0.5 eV/Å. Its spin multiplicity is 5. The total charge is +1.

Element x y z (Å)
C  -1.0670  5.2604  2.8977
H  1.8576  -2.1568  -3.8045
C  0.7631  3.5504  -0.5258
H  -4.7980  4.3920  -1.7363
C  -1.5928  2.9463  2.5347
H  2.6015  -1.2997  -2.4646
C  1.9184  0.8751  2.0447
H  -5.0745  -2.1606  -3.1948
H  3.5824  0.3188  -0.8741
C  0.2690  4.9238  3.0809
H  1.5006  0.4931  -6.0787
C  4.3094  0.9952  2.3660
H  0.2053  2.2093  5.2558
H  -2.8002  5.8541  -1.7460
H  0.3453  -1.7771  3.6825
H  2.5261  2.7208  0.1082
H  0.9960  5.6944  3.3007
N  -0.0363  2.4956  -0.5368
C  -2.3549  -0.9572  -1.6532
C  0.4310  0.6366  6.6871
H  2.8708  1.1881  3.9430
C  0.2848  0.2786  4.3097
H  -4.5942  2.0222  -1.0712
C  0.3815  -1.0970  4.5263
Si  1.0305  0.1766  -3.7409
H  2.5806  4.4108  -0.2654
C  -1.5163  -0.5782  -2.7527
C  -1.9989  4.2690  2.6322
Ru  0.4928  0.3827  -0.4681
C  -3.8293  3.9836  -1.4845
C  -4.0955  -1.7203  -3.0694
C  -1.3495  2.9001  -0.8460
C  -1.4899  4.2476  -1.1694
C  3.4175  0.5650  0.1696
H  -0.1384  1.0561  -5.7800
H  -3.0413  4.5259  2.4949
C  2.1292  0.6287  0.6918
C  0.5471  -0.7306  6.8921
C  0.3040  1.1421  5.4017
H  0.6488  -1.1209  7.8955
H  -1.3808  6.2933  2.9692
C  -2.4810  2.0991  -0.7927
C  -3.5933  -1.5188  -1.7887
H  0.4386  1.3133  7.5310
C  4.5092  0.7682  1.0100
N  2.0439  3.5678  -0.1598
F  -1.8957  -0.7292  -0.4118
H  2.0432  1.9126  -2.2315
C  -3.3436  -1.3493  -4.1893
S  0.0453  5.0518  -1.0280
H  -2.4089  1.0867  -0.4312
H  -3.7510  -1.4988  -5.1793
H  -4.1525  -1.7920  -0.9045
H  1.0765  2.6457  -3.5065
C  1.7654  1.8284  -3.2817
H  -1.5315  -0.5182  -4.9144
H  -2.3210  2.1744  2.3131
C  3.0223  1.0252  2.8820
C  -2.7150  4.8048  -1.4991
C  -3.7102  2.6441  -1.1197
H  0.2018  -0.6774  -5.9537
H  2.6814  1.9850  -3.8551
C  -0.2554  2.5964  2.7093
C  0.5733  0.2631  -5.5479
H  0.5968  -2.6658  5.9662
H  5.5125  0.7028  0.6104
C  -2.0964  -0.8033  -4.0433
N  -0.3045  -0.0715  -2.5473
H  1.7116  3.3424  3.1447
C  0.5203  -1.5984  5.8094
Br  1.0020  -1.9501  -0.1693
C  0.6700  3.6001  2.9924
C  2.2653  -1.1931  -3.4950
H  3.1304  -0.9773  -4.1269
P  0.1706  0.8211  2.5725
H  5.1559  1.1302  3.0246

***

Entry 6:
Computed, not measured: a molecular structure, C34H33N2NdOP3SeTe, with wB97M-V/def2-TZVPD.

As for the expectation value of S²: 3.756. The relative energy (zero: lowest compared OMol25 entry of this formula, charge and spin) is 38.3 kcal/mol. Its HOMO-LUMO gap (alpha / beta) is 0.1710 / 0.1766 hartree. The largest force on an atom comes out at 4.1 eV/Å. Its spin multiplicity is 4. The total charge is +1.

Element x y z (Å)
O  2.1617  -2.6655  -2.6215
H  1.2947  -0.7512  -4.9879
H  1.7260  0.5208  5.7415
H  0.7938  4.4013  5.2717
P  -0.9641  0.6010  -0.4521
C  -3.5123  -0.0280  -1.4150
H  -1.7708  2.8535  -2.2154
C  0.4150  -0.2143  4.2521
C  -4.7163  0.2442  -2.1108
C  -0.0516  -2.3405  1.4012
H  -1.5314  -3.8019  1.3131
C  0.7781  1.8300  -2.1081
C  -2.5398  2.0849  -2.2113
C  -4.8480  1.5026  -2.6891
C  1.6543  2.8485  -2.5189
C  -1.5858  -1.2370  5.0845
H  4.9219  -2.8190  -4.9955
C  -2.4845  0.9604  -1.3684
C  -1.4128  -0.7212  6.3560
C  1.7304  -4.3720  0.5209
H  -5.5420  -0.4222  -2.0468
C  -0.9465  5.9202  2.9353
Te  -2.5026  1.9047  2.0368
C  1.9640  3.4014  -0.1138
H  2.4334  3.9824  0.6423
H  -0.0970  -5.6048  0.2461
H  -5.8248  1.7606  -3.0868
H  3.0556  4.2941  -1.7741
H  -0.9625  6.8768  2.4491
C  -0.1684  -0.0150  6.6224
C  -0.5163  -3.5963  1.1054
H  -2.4214  -1.9162  4.8013
C  2.2790  3.6350  -1.4803
H  2.7364  -0.0862  -4.2269
C  4.4534  -2.7716  -3.9748
C  0.1279  4.5010  4.4377
H  0.0563  0.3366  7.6277
C  -2.3588  -3.8760  -2.5002
H  0.7471  -3.5493  -5.1104
N  -1.4523  -3.1264  -2.2698
H  2.3849  -5.0534  -0.0072
C  1.0203  2.4044  0.2311
H  3.3490  -2.9778  0.9402
H  1.7986  -1.1751  1.7253
H  4.6151  -3.7103  -3.4319
H  1.1184  0.0637  3.4027
P  -1.2264  -1.1111  2.2440
H  1.8731  2.9849  -3.6022
H  1.9954  -4.7498  -4.7609
C  -0.6169  3.3979  4.0079
H  -0.6030  2.4801  4.5973
H  2.0666  -3.6088  -6.2169
C  1.8113  -3.7661  -5.1577
H  -3.3024  -0.9899  -0.8937
C  -1.1596  0.4075  1.2812
H  -3.6953  3.1079  -3.5770
C  0.3926  1.6948  -0.8010
H  4.9162  -1.8779  -3.5133
Se  -3.5563  -4.9958  -3.0730
H  -2.2136  -0.8094  7.0978
H  -2.3958  4.9861  1.6113
C  2.2555  -3.1375  0.9426
P  2.6563  -2.5368  -4.0920
H  0.2845  1.0864  -2.8226
H  0.6529  2.2544  1.2603
C  0.3695  -4.6296  0.6523
C  -0.7878  -0.8213  3.9592
H  2.8874  -0.9303  -5.8186
C  1.4006  -2.0898  1.3365
Nd  0.4872  -2.1917  -1.2150
C  -1.6755  4.8338  2.3936
N  -0.0277  5.7254  3.9077
C  2.3498  -0.9030  -4.8593
C  -3.7437  2.3355  -2.8432
C  0.7246  0.1476  5.5763
C  -1.5249  3.6092  2.9509